Entry 1:
The following is a quantum chemistry calculation of a single C18H17ClN2O3S2 molecule, from the Open Molecules 2025 dataset.

Results
**HOMO-LUMO gap**: 9.289 eV
**Calculated total energy**: -2287.92268 hartree
**LUMO**: 0.228 eV
**SMILES string**: C[C@@H]1CSC(N(C(=O)c2ccc(S(C)(=O)=O)cc2)c2ccc(Cl)cc2)=N1
**Total charge**: 0

Last columns: bonded neighbours and bond lengths (Å).
CARTESIAN COORDINATES (ANGSTROEM)
1 C -1.34 -2.59 0.42  H2 1.087, H3 1.087, H4 1.088, C5 1.529
2 H -2.18 -1.93 0.22  C1 1.087
3 H -1.68 -3.62 0.40  C1 1.087
4 H -0.95 -2.35 1.41  C1 1.088
5 C -0.25 -2.36 -0.63  C1 1.529, N6 1.431, C40 1.552, H43 1.096
6 N 0.07 -0.97 -0.68  C5 1.431, C7 1.258
7 C 1.21 -0.67 -0.23  N6 1.258, N8 1.367, S39 1.787
8 N 1.71 0.59 -0.11  C7 1.367, C9 1.389, C28 1.433
9 C 0.93 1.74 -0.21  N8 1.389, O10 1.206, C11 1.491
10 O 1.44 2.83 -0.33  C9 1.206
11 C -0.54 1.53 -0.09  C9 1.491, C12 1.390, C16 1.393
12 C -1.38 1.90 -1.14  C11 1.390, C13 1.384, H27 1.079
13 C -2.75 1.74 -1.00  C12 1.384, C14 1.380, H26 1.079
14 C -3.26 1.25 0.18  C13 1.380, C15 1.382, S19 1.795
15 C -2.44 0.92 1.24  C14 1.382, C16 1.382, H18 1.079
16 C -1.07 1.06 1.11  C11 1.393, C15 1.382, H17 1.080
17 H -0.41 0.82 1.93  C16 1.080
18 H -2.89 0.57 2.16  C15 1.079
19 S -5.03 0.99 0.33  C14 1.795, O20 1.436, O21 1.437, C22 1.820
20 O -5.71 1.88 -0.56  S19 1.436
21 O -5.39 0.99 1.72  S19 1.437
22 C -5.24 -0.71 -0.30  S19 1.820, H23 1.082, H24 1.082, H25 1.083
23 H -4.81 -0.75 -1.29  C22 1.082
24 H -4.74 -1.38 0.38  C22 1.082
25 H -6.30 -0.92 -0.33  C22 1.083
26 H -3.43 2.02 -1.79  C13 1.079
27 H -0.95 2.29 -2.05  C12 1.079
28 C 3.13 0.76 0.01  N8 1.433, C29 1.387, C33 1.387
29 C 3.72 0.70 1.26  C28 1.387, C30 1.382, H38 1.079
30 C 5.08 0.86 1.39  C29 1.382, C31 1.387, H37 1.078
31 C 5.85 1.09 0.25  C30 1.387, C32 1.387, Cl36 1.724
32 C 5.26 1.17 -1.00  C31 1.387, C33 1.382, H35 1.078
33 C 3.89 1.00 -1.12  C28 1.387, C32 1.382, H34 1.079
34 H 3.42 1.06 -2.09  C33 1.079
35 H 5.87 1.36 -1.87  C32 1.078
36 Cl 7.55 1.29 0.40  C31 1.724
37 H 5.56 0.81 2.36  C30 1.078
38 H 3.11 0.52 2.14  C29 1.079
39 S 2.29 -2.02 0.24  C7 1.787, C40 1.818
40 C 1.02 -3.19 -0.33  C5 1.552, S39 1.818, H41 1.089, H42 1.088
41 H 1.41 -3.69 -1.22  C40 1.089
42 H 0.85 -3.93 0.45  C40 1.088
43 H -0.65 -2.64 -1.62  C5 1.096

=====

Entry 2:
The following is a quantum chemistry calculation of a 2-piece molecular cluster, C4H12OS2 overall, from the Open Molecules 2025 dataset.

Results
**HOMO-LUMO gap (alpha / beta)**: 10.290 / 6.826 eV
**Calculated total energy**: -1030.85899 hartree
**LUMO (alpha / beta)**: -4.203 / -7.844 eV
**Total charge**: +1
**Spin multiplicity**: 2

Last columns: bonded neighbours and bond lengths (Å).
CARTESIAN COORDINATES (ANGSTROEM)
1 C -0.42 -1.32 -2.08  C2 1.692, H7 1.139, H8 1.191, H9 1.077
2 C -0.21 -2.67 -1.09  C1 1.692, S3 1.848, H10 1.092, H11 1.025
3 S 0.56 -2.17 0.51  C2 1.848, S4 2.016
4 S -0.85 -1.04 1.40  S3 2.016, C5 1.888
5 C 0.26 0.48 1.54  S4 1.888, C6 1.522, H12 1.160, H13 1.125
6 C -0.06 1.58 2.54  C5 1.522, H14 1.007, H15 1.077, H16 1.140
7 H -0.56 -1.84 -3.09  C1 1.139
8 H -1.50 -0.94 -1.74  C1 1.191
9 H 0.29 -0.52 -1.96  C1 1.077
10 H -1.16 -3.07 -0.74  C2 1.092
11 H 0.20 -3.46 -1.61  C2 1.025
12 H 0.17 0.98 0.50  C5 1.160
13 H 1.25 -0.02 1.70  C5 1.125
14 H 0.62 2.31 2.41  C6 1.007
15 H -1.07 1.90 2.38  C6 1.077
16 H -0.01 1.40 3.66  C6 1.140
17 H 0.39 3.45 -1.55  O19 0.953
18 H 0.96 1.99 -1.53  O19 1.019
19 O 1.14 2.95 -1.23  H17 0.953, H18 1.019

=====

no.,largest force on an atom (eV/A)
1,1.461
2,4.773